Record 1
Entry from OMol25: C3H3CaO2 as an isolated structure in a non-equilibrium geometry (the ωB97M-V functional and the def2-TZVPD basis).

orbital gap: 5.3 eV
E_LUMO: 3.01 eV
maximum force: 1.9 eV/A
highest occupied orbital energy: -2.274 eV

Structure (ORCA input):
```
! RIJCOSX wB97M-V def2-TZVPD def2/J DEFGRID3
* xyz -1 1
Ca 0.51 1.43 -1.07
O 0.52 -0.95 -0.85
O -2.60 0.38 0.06
C -1.42 0.39 -0.30
C 0.88 -0.19 0.44
C -0.48 -0.73 0.14
H -0.87 -1.65 0.61
H 1.97 2.19 -0.10
H 1.49 -0.87 1.06
*
```

=====

Record 2
Entry from OMol25: a 8-piece molecular cluster, C49H90Br2N7P overall in a non-equilibrium geometry (the ωB97M-V functional and the def2-TZVPD basis).

SMILES: CCCCCCCCCCCCCCCCCCP/C(Br)=C(/C)Br.CCCC#N.CCCC#N.CCCC#N.CCCC#N.CCCC#N.CCCC#N.CCCC#N
orbital gap: 8.0 eV
E_LUMO: 0.02 eV
maximum force: 10.1 eV/A
highest occupied orbital energy: -7.981 eV

Structure (ORCA input):
```
! RIJCOSX wB97M-V def2-TZVPD def2/J DEFGRID3
* xyz 0 1
Br 6.94 -1.61 -1.44
Br 3.97 -5.61 -2.15
P 4.61 -3.35 0.35
N 2.97 8.54 -1.97
N -5.64 1.47 -2.98
N -7.20 -3.47 2.44
N -3.10 0.05 3.65
N 6.28 -6.90 1.48
N -5.36 0.86 7.29
N 4.85 4.01 0.67
C 5.99 6.97 -1.47
C -0.55 4.17 -1.91
C -1.75 -2.95 1.17
C 6.75 -7.11 0.33
C 1.46 2.83 0.61
C -4.11 0.82 7.08
C 0.14 4.92 -0.63
C -5.99 -4.41 4.75
C -6.21 1.34 -5.70
C -6.89 -5.45 5.42
C -2.23 2.84 8.24
C 0.50 3.37 -2.90
C -8.25 -4.89 5.82
C 0.22 7.81 -4.17
C 7.48 -9.86 -0.61
C -5.90 1.41 -4.21
C -4.32 -0.05 3.35
C 6.97 5.81 -1.61
C 5.50 4.21 -0.39
C 2.03 8.80 -2.77
C -1.86 1.38 7.99
C -5.79 -0.17 2.99
C -0.55 0.91 -3.60
C 2.30 -4.73 1.59
C -1.85 -1.88 -0.07
C 6.94 -8.77 -1.53
C 1.18 6.87 -4.90
C -5.54 0.11 -6.31
C -5.37 0.76 0.66
C -0.40 2.50 -3.95
C 1.75 -3.24 2.09
C 0.89 9.11 -3.73
C -6.65 -3.90 3.49
C 6.28 4.44 -1.67
C 7.32 -7.36 -1.06
C -0.77 -2.38 2.39
C 1.57 4.29 -0.14
C -0.69 -2.08 -1.23
C 4.96 -4.00 -1.46
C -0.86 0.56 -2.03
C 6.34 -3.66 -3.84
C 0.13 -0.67 -1.48
C 5.98 -3.22 -2.27
C 3.96 -4.77 1.46
C -5.94 -0.39 1.49
C -2.62 0.77 6.81
C 0.32 -3.50 2.91
C 0.53 2.89 1.99
C -4.02 0.13 -6.17
H 0.16 2.56 -5.00
H -5.80 -3.57 5.43
H -0.62 8.05 -4.83
H -5.86 2.25 -6.18
H -8.13 -4.04 6.51
H -4.29 0.87 0.82
H -1.16 -2.40 -2.26
H -1.47 2.98 -4.15
H 1.20 2.60 -2.33
H 1.52 -2.53 1.19
H -5.86 1.70 0.91
H -0.61 4.78 0.28
H -1.48 -4.04 0.83
H -1.85 -0.76 0.34
H 5.42 6.90 -0.53
H 7.30 -4.35 -3.90
H 0.56 -0.34 -0.42
H 0.91 3.82 2.62
H -5.80 0.05 -7.37
H -1.44 3.48 -1.57
H -0.21 -1.40 2.07
H 6.92 -6.61 -1.75
H -1.49 0.52 -4.22
H 4.34 -5.85 1.12
H -1.04 5.03 -2.58
H -5.52 0.57 -0.41
H 7.56 5.95 -2.53
H -7.00 -0.51 1.24
H 1.84 -5.07 0.55
H -7.30 1.28 -5.83
H -5.44 -1.32 1.20
H 1.09 1.99 -0.14
H 6.53 7.92 -1.46
H 2.01 5.04 0.68
H 1.13 4.16 -3.52
H 2.60 -2.80 2.78
H 0.36 0.24 -3.98
H 6.43 -2.68 -4.50
H -6.39 -5.84 6.31
H -3.71 0.12 -5.12
H -8.82 -4.54 4.95
H 4.36 -4.61 2.57
H 8.41 -7.25 -1.03
H -2.00 0.23 -1.90
H -8.85 -5.65 6.32
H -6.32 0.74 3.30
H 2.55 2.54 0.96
H 5.59 4.40 -2.53
H 5.28 6.98 -2.30
H 1.29 9.66 -4.59
H -1.46 -2.13 3.33
H 2.00 -5.48 2.46
H -2.84 -3.02 1.64
H 0.65 5.97 -5.22
H -2.07 0.81 8.90
H -0.07 -4.56 2.59
H -5.93 -0.80 -5.83
H -3.60 1.02 -6.65
H 7.32 -8.92 -2.54
H 0.70 1.93 2.64
H 7.06 -9.79 0.40
H -2.31 -0.27 6.67
H -3.58 -0.75 -6.65
H -2.89 -2.04 -0.63
H 7.67 5.83 -0.77
H 7.20 -10.85 -1.00
H 0.56 -3.41 4.06
H 0.16 9.76 -3.22
H 3.57 -2.35 0.17
H 0.11 -2.92 -0.94
H -0.19 7.29 -3.30
H 5.85 -8.85 -1.58
H -2.02 3.45 7.35
H -1.64 3.25 9.07
H -0.70 1.45 -1.28
H 5.39 -4.22 -4.30
H -0.60 3.06 1.72
H -3.28 2.96 8.49
H -7.05 -6.30 4.74
H -0.79 1.31 7.80
H 2.00 6.55 -4.25
H 7.02 3.65 -1.79
H 1.08 -0.82 -2.18
H 8.57 -9.81 -0.54
H 2.35 4.26 -1.01
H 0.23 6.10 -0.76
H -2.40 1.32 5.89
H -5.02 -4.86 4.50
H 1.60 7.35 -5.79
H -6.23 -1.01 3.54
*
```

=====

Record 3
Entry from OMol25: an isolated molecule of C7H14O in a non-equilibrium geometry (the ωB97M-V functional and the def2-TZVPD basis).

SMILES: C=C(CC)CCCO
orbital gap: 10.1 eV
E_LUMO: 0.92 eV
maximum force: 2.7 eV/A
highest occupied orbital energy: -9.165 eV

Structure (ORCA input):
```
! RIJCOSX wB97M-V def2-TZVPD def2/J DEFGRID3
* xyz 0 1
O -2.31 -1.07 -0.89
C 2.07 0.00 1.04
C -1.27 -1.73 -0.15
C 1.33 2.35 -1.08
C 0.98 0.31 0.34
C -1.13 -1.00 1.17
C 0.97 0.88 -1.07
C -0.35 0.30 1.01
H 2.25 2.61 -0.55
H 1.83 -0.50 1.97
H -0.42 -1.78 -0.82
H -2.08 -0.84 1.67
H -1.60 -2.75 0.09
H -0.33 0.78 1.99
H 3.08 0.13 0.67
H 0.51 2.94 -0.67
H -1.01 1.13 0.69
H 1.60 0.25 -1.70
H 1.48 2.78 -2.07
H -2.84 -1.69 -1.41
H -0.55 -1.64 1.84
H -0.04 0.72 -1.45
*
```

=====

Record 4
Entry from OMol25: C8H8O2 as an isolated structure in a non-equilibrium geometry (the ωB97M-V functional and the def2-TZVPD basis).

orbital gap: 9.5 eV
E_LUMO: 0.69 eV
maximum force: 12.1 eV/A
highest occupied orbital energy: -8.812 eV

Structure (ORCA input):
```
! RIJCOSX wB97M-V def2-TZVPD def2/J DEFGRID3
* xyz 0 1
O -2.25 0.67 0.08
O 4.19 0.02 0.62
C 1.03 -0.98 -0.09
C 3.33 -0.18 -0.19
C -0.93 0.42 0.03
C -0.36 -0.84 -0.02
C 1.20 1.31 -0.04
C 1.87 0.03 -0.14
C -0.03 1.52 -0.06
C -3.21 -0.47 0.16
H 1.43 -2.29 -0.30
H -3.05 -0.83 -0.66
H -0.66 2.61 0.09
H 3.71 -0.20 -1.25
H -3.16 -1.14 1.24
H -3.98 0.07 0.39
H -1.28 -1.70 0.11
H 2.15 1.98 0.03
*
```

=====

- What is the formula in the second record?
  C49H90Br2N7P

=====

- Which formula does entry 2 have?
  C49H90Br2N7P